# 1
{"formula": "C21H24N2O3", "method": "wB97M-V/def2-TZVPD", "smiles": "COc1ccc(CN2C[C@H](C(=O)NCCc3ccccc3)CC2=O)cc1", "largest_force_ev_per_a": 0.68, "e_above_lowest_kj_mol": 67.81, "total_energy_ha": -1149.9020, "homo_lumo_gap_ev": 9.1248, "e_homo_ev": -8.447, "symbols": ["C", "H", "O", "C", "C", "C", "C", "C", "C", "H", "H", "C", "N", "C", "O", "C", "H", "H", "C", "H", "C", "O", "N", "H", "C", "H", "H", "C", "C", "C", "C", "C", "C", "C", "H", "H", "H", "H", "H", "H", "H", "C", "H", "H", "H", "H", "H", "H", "H", "H"], "xyz": [[4.946, -5.796, -1.492], [5.813, -6.073, -2.090], [4.212, -4.894, -2.283], [3.053, -4.382, -1.781], [2.532, -4.667, -0.525], [1.344, -4.078, -0.121], [0.653, -3.213, -0.952], [1.180, -2.932, -2.210], [2.363, -3.504, -2.621], [2.778, -3.294, -3.593], [0.648, -2.259, -2.866], [-0.627, -2.549, -0.516], [-0.493, -1.112, -0.513], [-1.148, -0.297, -1.357], [-1.932, -0.642, -2.213], [-0.746, 1.135, -1.027], [-1.598, 1.613, -0.536], [-0.527, 1.684, -1.942], [0.454, 1.005, -0.078], [1.386, 1.188, -0.620], [0.370, 1.995, 1.083], [0.254, 1.657, 2.241], [0.465, 3.285, 0.693], [0.466, 3.501, -0.291], [0.246, 4.382, 1.609], [1.058, 5.109, 1.506], [0.276, 3.949, 2.610], [-1.109, 5.065, 1.364], [-2.219, 4.050, 1.381], [-2.886, 3.709, 0.212], [-3.866, 2.730, 0.216], [-4.186, 2.077, 1.393], [-3.532, 2.417, 2.566], [-2.558, 3.398, 2.560], [-2.049, 3.655, 3.477], [-3.778, 1.912, 3.488], [-4.942, 1.306, 1.396], [-4.371, 2.470, -0.703], [-2.638, 4.212, -0.714], [-1.263, 5.811, 2.145], [-1.089, 5.578, 0.400], [0.395, -0.449, 0.410], [-0.006, -0.481, 1.431], [1.377, -0.931, 0.407], [-0.913, -2.889, 0.486], [-1.434, -2.777, -1.219], [0.953, -4.306, 0.860], [3.038, -5.340, 0.149], [5.284, -5.332, -0.560], [4.365, -6.695, -1.261]], "lowdin_charge": [-0.09, 0.09, -0.09, -0.28, -0.02, -0.04, -0.22, -0.02, 0.00, 0.12, 0.12, -0.09, -0.05, -0.46, 0.06, -0.02, 0.10, 0.13, -0.17, 0.15, -0.46, 0.07, 0.07, 0.15, -0.17, 0.12, 0.12, -0.13, -0.25, -0.07, -0.10, -0.09, -0.07, -0.04, 0.12, 0.10, 0.10, 0.11, 0.11, 0.12, 0.11, -0.08, 0.13, 0.13, 0.13, 0.13, 0.11, 0.10, 0.09, 0.10]}



# 2
{"formula": "C30H22Cl3F5N4PtSe", "method": "wB97M-V/def2-TZVPD", "largest_force_ev_per_a": 0.65, "e_above_lowest_kj_mol": 0.00, "total_energy_ha": -5775.9327, "homo_lumo_gap_ev": [5.8951, 5.9034], "e_homo_ev": [-6.866, -6.872], "symbols": ["Pt", "C", "C", "C", "C", "C", "C", "C", "N", "C", "N", "C", "C", "C", "C", "C", "C", "C", "N", "C", "C", "C", "C", "C", "C", "C", "H", "H", "H", "H", "H", "H", "H", "H", "H", "H", "H", "H", "H", "H", "H", "H", "H", "H", "H", "H", "H", "H", "Cl", "C", "Cl", "Cl", "C", "N", "F", "C", "C", "F", "C", "F", "C", "Se", "C", "F", "C", "F"], "xyz": [[-0.996, 0.274, -2.007], [1.312, -3.053, 1.960], [1.537, -1.971, 2.980], [2.556, -2.076, 3.921], [2.757, -1.098, 4.883], [1.934, 0.018, 4.923], [0.924, 0.153, 3.985], [0.729, -0.830, 3.023], [-0.323, -0.675, 2.074], [-0.114, -0.490, 0.734], [1.144, -0.177, 0.381], [1.728, -0.285, -0.910], [0.954, -0.176, -2.059], [1.604, -0.427, -3.274], [2.956, -0.708, -3.333], [3.710, -0.724, -2.170], [3.111, -0.520, -0.941], [3.929, -0.529, 0.325], [-1.096, -0.607, -0.128], [-2.351, -1.053, 0.386], [-2.631, -2.415, 0.401], [-3.808, -2.886, 0.960], [-4.723, -1.984, 1.485], [-4.448, -0.625, 1.451], [-3.256, -0.133, 0.921], [-2.928, 1.335, 0.991], [1.723, -3.997, 2.311], [1.791, -2.814, 1.007], [0.249, -3.189, 1.761], [3.190, -2.953, 3.907], [3.553, -1.211, 5.606], [2.085, 0.784, 5.670], [0.281, 1.023, 3.983], [-1.275, -0.646, 2.401], [1.785, -0.055, 1.150], [1.044, -0.385, -4.198], [3.430, -0.880, -4.289], [4.779, -0.887, -2.215], [4.980, -0.685, 0.090], [3.625, -1.320, 1.015], [3.860, 0.423, 0.858], [-1.907, -3.094, -0.033], [-4.008, -3.949, 0.985], [-5.647, -2.336, 1.923], [-5.164, 0.078, 1.860], [-3.783, 1.900, 1.359], [-2.630, 1.740, 0.022], [-2.087, 1.521, 1.664], [-5.925, -0.227, -4.280], [-5.533, -0.427, -2.570], [-5.654, -2.115, -2.084], [-6.569, 0.595, -1.566], [-4.144, -0.002, -2.365], [-3.071, 0.352, -2.180], [2.405, 5.924, -3.223], [2.121, 4.622, -2.924], [2.973, 3.532, -3.435], [3.289, 2.563, -2.492], [1.518, 3.633, -3.861], [1.226, 3.836, -5.183], [0.509, 2.915, -3.113], [-0.674, 1.785, -3.894], [0.547, 3.347, -1.740], [-0.148, 2.824, -0.724], [1.391, 4.386, -1.641], [1.654, 5.052, -0.523]], "lowdin_charge": [0.82, -0.02, -0.22, -0.04, -0.07, -0.08, -0.01, -0.22, 0.14, -0.37, 0.16, -0.21, -0.30, -0.16, -0.08, -0.05, -0.22, -0.03, -0.03, -0.29, -0.03, -0.10, -0.10, -0.05, -0.25, -0.03, 0.08, 0.08, 0.08, 0.12, 0.11, 0.11, 0.12, 0.15, 0.12, 0.06, 0.11, 0.11, 0.08, 0.07, 0.09, 0.12, 0.11, 0.10, 0.11, 0.08, 0.05, 0.08, 0.65, -1.60, 0.66, 0.64, -0.31, 0.04, 0.08, -0.31, -0.05, -0.04, -0.42, 0.04, -0.45, 0.86, -0.24, 0.06, -0.07, 0.15]}